# 1
{"formula": "C5H7N", "method": "wB97M-V/def2-TZVPD", "species": ["C", "C", "C", "C", "C", "N", "H", "H", "H", "H", "H", "H", "H"], "xyz": [[-2.82016, 0.15980, 0.00506], [-1.40325, 0.13002, 0.35303], [-0.19956, 0.05517, 0.31486], [1.07607, -0.06882, -0.35762], [2.40979, 0.33107, 0.13778], [2.08277, -1.08103, -0.04672], [-3.06096, 1.12651, -0.44775], [-3.51009, -0.02905, 0.82802], [-2.97422, -0.61038, -0.75832], [0.90504, 0.03781, -1.42598], [2.51815, 0.72524, 1.14407], [3.10256, 0.73523, -0.59647], [1.87386, -1.51156, 0.85004]], "gap_ev": 10.01, "multiplicity": 1, "smiles": "CC#C[C@H]1CN1"}

=====

# 2
{"formula": "C5H12NO", "method": "wB97M-V/def2-TZVPD", "species": ["C", "O", "C", "C", "C", "C", "N", "H", "H", "H", "H", "H", "H", "H", "H", "H", "H", "H", "H"], "xyz": [[-1.12498, -0.20436, -1.61930], [-0.83355, -1.93457, -1.89358], [-0.57610, 0.49751, -0.34790], [0.74467, -0.19347, 0.02793], [1.37223, 0.48396, 1.28401], [0.92354, -0.32512, 2.46857], [-0.50827, 1.94989, 0.01634], [-2.10941, 0.14717, -1.79234], [-0.60872, -0.16476, -2.50335], [-1.18275, 0.08112, 0.43503], [1.48000, 0.02315, -0.86044], [0.64208, -1.29455, 0.14321], [1.18384, 1.53056, 1.27839], [2.52001, 0.40604, 1.35011], [-0.03059, -0.72523, 2.00137], [0.90043, 0.33368, 3.35588], [1.47468, -1.26730, 2.70719], [-1.39499, -1.22434, -1.16296], [-0.68438, 2.43065, -0.79760]], "gap_ev": 6.00, "multiplicity": 1, "charge": -1}

=====

# 3
{"formula": "C47H35BrN5O6S2Ti", "method": "wB97M-V/def2-TZVPD", "species": ["Ti", "O", "C", "O", "C", "C", "C", "C", "C", "C", "N", "C", "C", "C", "C", "C", "C", "N", "H", "H", "H", "H", "H", "H", "H", "H", "H", "H", "C", "C", "C", "C", "N", "C", "C", "C", "C", "C", "C", "C", "H", "H", "H", "H", "H", "H", "H", "H", "O", "O", "S", "C", "C", "C", "N", "C", "C", "C", "C", "C", "N", "C", "C", "H", "H", "H", "H", "H", "H", "H", "H", "S", "C", "C", "C", "C", "C", "C", "H", "H", "H", "H", "H", "Br", "C", "C", "C", "C", "C", "C", "C", "O", "O", "H", "H", "H", "H"], "xyz": [[-0.29180, -1.55307, 1.14445], [-7.93053, 0.02219, 1.01691], [-7.28702, 0.64098, 2.03160], [-7.91308, 1.30945, 2.80632], [-5.80507, 0.45515, 2.11986], [-5.07139, -0.38832, 1.29388], [-3.69982, -0.50290, 1.43882], [-3.02517, 0.23446, 2.40560], [-3.76324, 1.07378, 3.24472], [-5.13156, 1.17733, 3.10202], [-1.61161, 0.08256, 2.46046], [-0.91186, 0.79647, 3.24178], [0.54251, 0.68301, 3.23793], [1.30150, 1.47024, 4.06550], [2.68209, 1.37708, 3.98582], [3.25698, 0.52965, 3.06464], [2.39882, -0.23912, 2.25080], [1.06995, -0.18228, 2.35249], [-7.30553, -0.45569, 0.46048], [-5.53584, -0.99707, 0.52525], [-3.14905, -1.18471, 0.80734], [-3.28646, 1.65110, 4.02423], [-5.70822, 1.82229, 3.75052], [-1.34147, 1.54019, 3.91110], [0.81609, 2.14987, 4.75461], [3.30428, 1.98771, 4.62904], [4.32014, 0.43560, 2.89904], [2.82580, -0.89340, 1.50409], [-0.85299, 2.80687, -0.47272], [-1.76458, 2.63536, -1.50414], [-2.13407, 1.35580, -1.86317], [-1.59519, 0.26492, -1.18026], [-0.74381, 0.43882, -0.15466], [-0.37327, 1.68115, 0.16472], [-1.87910, -1.14132, -1.52294], [-2.55498, -1.50455, -2.69210], [-2.71254, -2.84137, -3.00471], [-2.18798, -3.81192, -2.15444], [-1.53182, -3.44003, -0.99163], [-1.36647, -2.09645, -0.64367], [-0.50523, 3.78609, -0.17579], [-2.17245, 3.49060, -2.02826], [-2.83445, 1.19279, -2.66877], [0.36888, 1.77022, 0.94360], [-2.93758, -0.75370, -3.37296], [-3.22603, -3.12989, -3.91352], [-2.29405, -4.86082, -2.40673], [-1.13814, -4.20668, -0.33450], [1.25477, -1.98373, 0.29386], [0.85549, -2.92689, 1.31095], [4.10683, 1.82332, -4.86559], [3.42060, 1.57921, -3.23788], [3.77487, 2.40634, -2.18140], [3.21585, 2.15781, -0.93974], [2.35844, 1.16693, -0.70368], [2.05962, 0.35968, -1.71481], [2.55565, 0.52621, -3.00180], [3.37103, 3.41504, -5.20741], [4.15606, 4.55335, -5.31268], [3.53919, 5.76506, -5.59354], [2.22823, 5.90677, -5.76514], [1.48423, 4.80567, -5.66118], [2.00021, 3.54867, -5.39346], [4.48355, 3.21210, -2.31515], [3.48892, 2.77107, -0.08925], [1.39899, -0.47037, -1.49106], [2.29389, -0.16798, -3.78865], [5.22745, 4.49482, -5.17494], [4.13219, 6.66970, -5.67757], [0.41695, 4.93629, -5.80616], [1.35113, 2.68601, -5.31986], [5.57669, 0.21771, 0.74373], [5.83733, -0.09287, -0.94662], [6.66030, 0.73312, -1.73756], [6.83628, 0.50568, -3.09099], [6.19517, -0.55773, -3.72369], [5.38878, -1.39226, -2.95902], [5.21072, -1.16641, -1.60310], [7.15890, 1.56533, -1.25437], [7.47815, 1.16701, -3.66333], [6.33240, -0.73790, -4.78308], [4.88147, -2.23046, -3.42589], [4.56444, -1.81817, -1.02698], [-5.60886, -6.15340, 6.50062], [-4.37502, -5.14028, 5.47077], [-3.54457, -4.23539, 6.11119], [-2.64527, -3.50236, 5.35248], [-2.58841, -3.66480, 3.97460], [-3.43302, -4.57556, 3.35234], [-4.32904, -5.32539, 4.09905], [-1.62270, -2.84462, 3.16707], [-0.73574, -2.18588, 3.72143], [-1.79169, -2.84353, 1.90025], [-3.59999, -4.11024, 7.18357], [-1.96938, -2.79750, 5.81848], [-3.37945, -4.68564, 2.27740], [-4.98525, -6.04205, 3.62515]], "gap_ev": 4.17, "multiplicity": 1, "charge": -1}

=====

# 4
{"formula": "C5H10O", "method": "wB97M-V/def2-TZVPD", "species": ["C", "C", "C", "O", "C", "C", "H", "H", "H", "H", "H", "H", "H", "H", "H", "H"], "xyz": [[2.20100, 0.64491, -0.51768], [1.39114, -0.45475, 0.17332], [0.01454, 0.06676, 0.55579], [-0.54342, 1.07798, -0.29649], [-1.14202, -0.20530, -0.29446], [-2.52843, -0.30073, 0.26217], [1.50039, 1.36385, -0.95076], [2.81340, 0.23467, -1.32383], [2.84044, 1.18246, 0.18778], [1.89868, -0.83032, 1.06879], [1.27955, -1.31923, -0.49412], [-0.16144, 0.28290, 1.61149], [-0.94437, -0.77112, -1.20949], [-2.61771, 0.37116, 1.12022], [-2.72699, -1.32483, 0.59319], [-3.27476, -0.01841, -0.48592]], "gap_ev": 11.37, "multiplicity": 1, "smiles": "CC[C@H]1O[C@@H]1C"}